Molecular formula: C4H4O2Pb
Method: DFT, ωB97M-V/def2-TZVPD

XYZ file:
```
11
Properties=species:S:1:pos:R:3
O -3.02 0.83 -0.57
C -2.08 0.08 -0.33
C -0.86 -0.20 -0.42
C 0.49 -0.66 -0.38
C 1.55 0.30 0.04
H 0.76 -1.46 -1.08
H 2.54 0.15 -0.40
H 1.27 1.30 0.37
H -2.69 1.69 -1.01
Pb 0.91 -1.28 2.89
O 1.12 -0.75 0.89
```

- HOMO-LUMO gap (alpha / beta): 0.34449 / 0.27461 Ha
- HOMO level (alpha / beta): -24.5 / -24.2 eV
- 2S+1: 2
- Lowest unoccupied orbital energy (alpha / beta): -15.09 / -16.74 eV
- Energy: -13514.866 eV
- Total charge: +3
- Energy relative to the best compared isomer or geometry (same formula, charge and spin): 0.916 eV

Atom charges from the natural (NBO) analysis, given in e for atoms 1 to 6: -0.388, 0.583, 0.170, -0.037, -0.025, 0.341